24
Properties=species:S:1:pos:R:3:forces:R:3:nbo_charge:R:1 method="wB97M-V/def2-TZVPD" e_tot_ha=-646.69271 e_homo_ev=-16.70 gap_ev=3.15 de_lowest_kcal_mol=20.7 total_charge=+2
Al 0.312160 3.083963 1.531562 -0.5 -0.6 0.1 1.03
C 1.835003 3.268956 -3.559614 -0.3 1.3 -2.8 -0.50
C 1.027095 2.598515 -2.376420 2.3 -2.6 4.3 0.03
C 1.400759 1.093959 -2.137295 -0.3 0.9 -0.1 -0.66
O 1.098645 3.373446 -1.332333 -0.2 -0.4 -2.0 -0.09
H 2.912783 3.281149 -3.406320 -0.1 -0.2 1.0 0.30
H 1.502009 4.251521 -3.890286 -0.1 0.1 0.4 0.29
H 1.587440 2.600157 -4.394435 0.0 -0.1 0.3 0.29
H 0.009122 2.462593 -2.765328 -1.2 0.9 -1.1 0.46
H 2.385247 1.044078 -1.661873 0.2 0.2 -0.2 0.28
H 1.389468 0.575244 -3.094794 0.0 -0.2 0.2 0.26
H 0.749967 0.607747 -1.408506 -0.4 0.0 -0.2 0.27
C -2.693124 -3.052534 2.564303 0.6 0.4 0.5 -0.61
C -1.188638 -3.049775 2.279535 -0.9 -0.4 -1.7 -0.37
C -0.329048 -1.823583 2.591653 0.6 -1.1 0.7 -0.56
C -0.597174 -0.562890 1.950979 -0.6 0.3 0.0 0.46
N -0.791926 0.429345 1.396803 0.6 0.7 0.1 -0.55
H -3.199107 -2.386188 1.865995 -0.1 0.1 0.2 0.21
H -2.882061 -2.766079 3.599697 -0.3 0.0 -0.1 0.21
H -3.075605 -4.054172 2.382074 0.0 0.0 0.1 0.24
H -1.173529 -3.211086 1.195588 0.6 -0.1 0.0 0.21
H -0.687636 -3.906808 2.726135 0.0 0.1 0.2 0.24
H 0.681137 -2.087313 2.261166 0.1 0.1 0.1 0.27
H -0.272988 -1.770243 3.681710 0.0 0.7 0.0 0.28



23
Properties=species:S:1:pos:R:3:forces:R:3:nbo_charge:R:1 method="wB97M-V/def2-TZVPD" e_tot_ha=-354.65111 e_homo_ev=-8.36 gap_ev=9.09 de_lowest_kcal_mol=27.6
C 1.317861 1.790716 -0.657508 1.1 0.5 -1.2 -0.60
C 1.215014 0.682257 0.322390 -0.8 -0.8 1.7 -0.65
C 2.493679 -0.199550 0.415081 -0.4 4.6 0.5 -0.17
C 2.245763 -1.442284 0.126668 1.0 -2.5 -0.7 -0.19
C 0.814173 -1.736981 -0.305352 0.2 0.1 -2.1 -0.84
B 0.065771 -0.387486 0.019730 -3.9 1.3 2.0 0.99
N -1.567977 -0.130153 0.371928 4.8 -4.4 -2.4 -0.66
C -2.516515 -1.172371 -0.167752 -0.6 1.1 0.8 -0.40
C -2.110978 1.094826 0.732417 -0.9 2.1 0.9 -0.39
H 2.342902 1.834575 -0.948024 1.1 -0.1 -0.7 0.21
H 1.232681 2.791037 -0.276223 -1.0 0.4 0.3 0.22
H 0.787304 1.622644 -1.581396 -0.5 0.3 -0.3 0.21
H 1.071214 1.214355 1.276434 -0.1 -0.6 0.2 0.23
H 3.363275 0.538915 0.628450 -0.7 -2.4 -0.4 0.22
H 3.034305 -2.216494 -0.038843 -0.7 0.6 0.5 0.21
H 0.337247 -2.638780 0.030508 0.0 -0.5 0.5 0.24
H 0.925750 -1.920714 -1.438239 -0.5 0.4 1.3 0.25
H -2.294294 -1.377431 -1.205511 0.1 0.0 -0.4 0.19
H -2.536820 -2.164333 0.347007 0.2 0.9 0.1 0.19
H -3.551952 -0.706144 -0.136872 1.1 -0.8 0.0 0.19
H -3.014152 1.355635 0.119405 0.5 -0.2 0.8 0.18
H -2.247956 1.303934 1.837420 -0.6 -0.8 -0.8 0.18
H -1.406286 1.863834 0.528278 0.8 0.9 -0.6 0.20